Density functional theory data (ωB97M-V/def2-TZVPD) for a cluster of 8 separate species, C16H48O8 in total.

```
72
Properties=species:S:1:pos:R:3
C -0.93 -1.56 2.90
C -1.16 -2.90 3.45
O -0.60 -2.99 4.78
H -1.26 -1.49 1.88
H 0.06 -1.14 3.02
H -1.52 -0.88 3.49
H -0.48 -3.59 2.82
H -2.18 -3.22 3.49
H 0.07 -2.34 4.93
C 3.77 0.87 -2.13
C 4.39 2.23 -1.97
O 3.42 3.25 -2.12
H 4.56 0.07 -2.01
H 3.46 0.73 -3.17
H 2.98 0.64 -1.44
H 5.12 2.35 -2.78
H 4.95 2.30 -1.05
H 2.90 3.16 -1.30
C 6.51 -1.43 2.95
C 5.37 -0.65 3.47
O 4.09 -1.25 3.16
H 7.42 -0.86 3.15
H 6.35 -1.53 1.85
H 6.62 -2.41 3.42
H 5.34 0.28 2.91
H 5.40 -0.31 4.50
H 3.72 -1.69 3.90
C -5.53 3.77 -0.57
C -4.44 3.06 -1.42
O -3.88 1.96 -0.73
H -5.04 4.32 0.27
H -6.24 3.03 -0.12
H -6.06 4.49 -1.18
H -3.60 3.75 -1.68
H -4.81 2.69 -2.36
H -4.68 1.42 -0.60
C -5.55 -1.45 -0.39
C -4.36 -1.32 0.66
O -4.91 -0.70 1.84
H -5.20 -1.87 -1.34
H -5.89 -0.46 -0.63
H -6.38 -2.09 -0.12
H -3.49 -0.67 0.29
H -3.97 -2.34 0.90
H -4.09 -0.58 2.43
C 2.13 2.04 1.44
C 0.90 1.28 0.83
O 0.57 1.97 -0.36
H 1.94 3.11 1.34
H 3.07 1.78 0.97
H 2.34 1.67 2.44
H -0.01 1.24 1.44
H 1.11 0.23 0.59
H -0.36 1.90 -0.44
C -0.29 0.66 -5.14
C 0.63 0.66 -3.96
O -0.03 0.82 -2.73
H -1.07 -0.03 -4.87
H 0.19 0.37 -6.05
H -0.72 1.64 -5.19
H 1.39 1.47 -4.02
H 1.21 -0.29 -3.84
H 0.54 1.27 -2.03
C -0.34 -3.59 -0.33
C -0.69 -2.44 -1.24
O -0.01 -1.26 -0.77
H 0.71 -3.81 -0.50
H -0.81 -4.52 -0.51
H -0.38 -3.32 0.71
H -1.78 -2.21 -1.37
H -0.36 -2.64 -2.22
H -0.09 -0.64 -1.52
```

E_LUMO: 0.49 eV
Multiplicity: 1
Molecular weight: 368.6 g/mol
HOMO level: -9.95 eV
Net charge: 0
Orbital gap: 10.441 eV
Energy relative to the best compared isomer or geometry (same formula, charge and spin): 340.8 kJ/mol